Here is a structure of composition C36H45N4O3PTi from OMol25. Energies are from ωB97M-V/def2-TZVPD.

```
90
Properties=species:S:1:pos:R:3
N -1.40855 0.96075 -2.31215
C -4.02218 1.81804 4.70514
C 0.51406 -2.45580 -0.06525
H -4.61235 0.14470 0.75288
C 0.49543 -0.28396 2.58730
H -3.15245 -3.92089 -0.18357
C -4.78106 -1.09569 -0.96109
C -1.01941 1.21464 -3.59333
H 0.18445 2.29738 -5.54770
C -1.51766 -3.43408 1.21935
H 3.84740 -0.13573 2.42274
H 2.70398 -2.74985 -1.84843
H 3.31555 1.11976 -0.09504
H -4.74485 -0.05750 3.87391
H 0.32968 0.74750 2.36310
H 4.36915 -2.21477 -2.09638
C 3.20047 -0.98432 -0.65236
C 1.58972 4.54916 -3.43158
H 2.09528 -1.62946 2.45742
H -1.80456 -3.98133 2.13764
H 2.26481 1.53064 -2.23405
C -1.28961 -3.68530 -1.26191
H 0.90354 4.68247 -1.33536
C 1.84872 -0.65125 1.97768
C -2.51318 2.98451 3.23302
C 3.68460 0.51212 -0.87035
H 2.23719 5.42962 -3.46559
H 1.84266 0.16720 5.75713
H -0.40262 -0.78399 2.17546
H -1.90838 -3.62224 -2.14134
C -3.15883 2.93176 4.44804
H 1.95947 1.80291 3.64787
N 0.20722 2.98381 -2.40442
C -1.87145 2.08025 1.06647
O -0.76950 2.75794 1.12103
C -3.04860 -0.88178 -2.69466
C 1.87334 -0.02061 4.72277
C -2.98066 0.52222 -0.68037
C 0.53469 2.88109 -4.71354
C -2.49078 0.21997 -1.96061
H -2.62897 -1.15370 -3.63342
Ti -0.37674 1.81703 -0.87309
C -0.68047 -2.26323 -0.98657
H 0.26707 -1.46609 4.46847
O 0.82700 0.28125 -0.32744
H -1.95463 -5.22999 0.05191
H 0.29757 -2.79936 2.17472
H 2.49722 -0.94864 4.79381
C 3.32783 -1.83433 -1.92085
H -3.13185 3.72497 5.20439
H 3.48006 1.48842 4.32134
C -0.16355 2.40718 -3.59585
H 4.82634 0.47531 -0.76790
C 0.55429 -0.46285 4.10107
P 1.52976 -0.91683 0.17622
H 1.74781 -0.86407 -2.91535
C -4.10465 -0.19555 -0.13746
H 3.02392 1.14001 1.77749
C 2.59684 0.97302 3.84222
H 1.22561 -3.12224 -0.55559
H -4.70511 -2.27453 -2.80338
H 0.46739 -4.17981 1.13940
C 3.29192 1.17578 -2.15467
C -2.08131 -4.14961 -0.02917
O -1.24631 0.57200 -4.60286
H 3.88015 2.07497 -2.29421
H -0.44370 -4.29632 -1.46462
H 4.57799 0.20844 -3.48647
C -4.05477 0.80280 3.73048
H 3.78579 -1.45585 0.19536
H -0.23650 0.14208 4.56780
N -3.38435 0.85905 2.53877
H -2.01798 -2.42776 1.36301
N -2.24969 1.61187 -0.11265
C 0.89918 4.15997 -2.34057
H 3.13456 0.75803 -4.31649
H -1.87715 3.82588 3.05793
H -4.72254 1.81285 5.50394
C 2.93077 0.35768 2.47073
C -0.00327 -3.21437 1.20118
H 2.83412 -1.73901 -4.07013
C -2.61447 1.93399 2.33415
C 2.81646 -1.09851 -3.17142
H 2.10062 4.05240 -5.48273
C -4.18560 -1.49728 -2.20304
C 3.50070 0.26840 -3.37386
C 1.45327 3.85639 -4.61729
H -5.65972 -1.52245 -0.60279
H -1.43728 -1.71460 -0.41061
H -0.41842 -1.70266 -1.88385
```

Properties
- HOMO level (spin up / spin down) (Ha) = -0.1761 / -0.2630
- spin multiplicity = 3
- LUMO level (spin up / spin down) (eV) = 0.0 / 0.0
- relative energy (zero: lowest compared OMol25 entry of this formula, charge and spin) (kJ/mol) = 227.9
- orbital gap (spin up / spin down) (eV) = 4.8 / 7.2
- electronic energy (hartree) = -3034.44297
- strongest force on any atom (eV/A) = 3.25